Entry 1:
Molecular formula: C42H46NO13
Method: DFT, ωB97M-V/def2-TZVPD

Last column: Mulliken charge in e.
Element x y z (Å)
C1 1.170 -0.913 0.566  -0.87
C2 0.680 -1.234 -0.847  -0.81
C3 -0.840 -1.182 -0.944  0.28
C4 -1.343 -1.423 -2.355  -0.82
O1 -2.648 -2.037 -2.410  -0.35
C5 -3.749 -1.323 -2.022  0.60
O2 -3.474 0.019 -1.829  -0.22
C6 -3.494 0.665 -0.546  -0.42
C7 -2.909 2.045 -0.719  -0.84
C8 -3.866 3.033 -1.381  -0.26
C9 -3.352 4.471 -1.320  -1.18
C10 -4.324 -2.079 -0.808  -1.30
N1 -5.751 -1.689 -0.505  0.08
C11 -6.627 -1.642 -1.733  -0.73
C12 -5.915 -0.866 -2.822  -0.21
O3 -4.662 -1.456 -3.093  -0.31
H1 1.430 0.139 0.666  0.35
H2 0.392 -1.098 1.310  0.34
H3 2.041 -1.492 0.868  0.06
H4 1.034 -2.213 -1.179  0.41
H5 1.088 -0.502 -1.548  0.38
H6 -1.166 -0.202 -0.587  -0.10
H7 -1.272 -1.937 -0.278  0.19
H8 -1.372 -0.502 -2.937  0.29
H9 -0.715 -2.140 -2.879  0.59
H10 -2.934 0.082 0.188  0.40
H11 -4.538 0.762 -0.208  0.14
H12 -2.005 1.948 -1.324  0.38
H13 -2.595 2.419 0.258  0.47
H14 -4.833 2.971 -0.872  0.34
H15 -4.031 2.726 -2.416  0.13
H16 -3.745 4.963 -0.432  0.12
H17 -3.651 5.044 -2.196  0.41
H18 -2.263 4.498 -1.269  0.36
H19 -4.323 -3.132 -1.073  0.38
H20 -3.734 -1.930 0.091  0.50
H21 -5.763 -0.780 -0.038  0.43
H22 -6.134 -2.366 0.158  0.40
H23 -6.790 -2.675 -2.033  0.34
H24 -7.569 -1.181 -1.449  0.45
H25 -5.792 0.186 -2.542  0.14
H26 -6.501 -0.906 -3.736  0.48
C13 -6.895 7.058 2.215  -0.40
C14 -7.263 8.327 2.363  -0.38
C15 -6.466 9.436 1.773  0.31
O4 -6.801 10.590 1.905  -0.52
C16 -5.240 9.069 1.014  -0.41
C17 -4.874 7.799 0.868  -0.25
C18 -5.674 6.697 1.454  0.57
O5 -5.340 5.536 1.317  -0.53
H27 -7.454 6.232 2.634  0.40
H28 -8.148 8.623 2.912  0.40
H29 -4.678 9.896 0.598  0.42
H30 -3.986 7.507 0.322  0.38
C19 5.080 -5.145 2.309  -0.42
C20 4.406 -4.012 2.479  -0.24
C21 4.890 -2.736 1.895  0.35
O6 4.261 -1.706 2.047  -0.49
C22 6.155 -2.760 1.125  -0.22
C23 6.826 -3.894 0.952  -0.37
C24 6.346 -5.174 1.527  0.22
O7 6.963 -6.206 1.380  -0.55
H31 4.758 -6.092 2.723  0.42
H32 3.485 -3.955 3.046  0.45
H33 6.495 -1.809 0.739  0.43
H34 7.759 -3.940 0.405  0.41
C25 0.849 1.739 5.176  -0.46
C26 1.589 1.435 6.238  -0.42
C27 2.776 0.545 6.121  0.23
O8 3.440 0.258 7.092  -0.53
C28 3.111 0.025 4.771  -0.20
C29 2.372 0.329 3.708  0.01
C30 1.177 1.203 3.830  0.38
O9 0.490 1.472 2.864  -0.51
H35 -0.019 2.385 5.231  0.42
H36 1.376 1.809 7.231  0.41
H37 3.987 -0.608 4.706  0.47
H38 2.612 -0.043 2.721  0.22
C31 -3.207 -2.239 -6.515  -0.13
C32 -2.899 -3.131 -5.579  -0.13
C33 -2.071 -4.323 -5.895  0.22
O10 -1.783 -5.126 -5.032  -0.55
C34 -1.607 -4.487 -7.296  -0.41
C35 -1.920 -3.596 -8.232  -0.43
C36 -2.744 -2.400 -7.918  0.20
O11 -3.028 -1.586 -8.768  -0.53
H39 -3.802 -1.357 -6.311  0.48
H40 -3.217 -3.032 -4.550  0.43
H41 -1.007 -5.366 -7.497  0.43
H42 -1.597 -3.688 -9.262  0.42
C37 12.094 -2.524 3.201  -0.40
C38 10.807 -2.640 2.886  -0.28
C39 10.061 -1.511 2.276  0.34
O12 8.886 -1.620 1.988  -0.43
C40 10.799 -0.248 2.030  -0.34
C41 12.085 -0.131 2.345  -0.36
C42 12.837 -1.260 2.955  0.34
O13 14.007 -1.153 3.241  -0.53
H43 12.665 -3.329 3.646  0.41
H44 10.242 -3.548 3.053  0.44
H45 10.227 0.556 1.585  0.42
H46 12.651 0.777 2.179  0.40

As for the spin multiplicity: 1. As for the total charge: +1. As for the energy relative to the best compared isomer or geometry (same formula, charge and spin): 0.00 kcal/mol. The electronic energy comes out at -72394.9765 eV. The strongest force on any atom is 0.4 eV/A.

=====

Entry 2:
Molecular formula: C4H9NO2P
Method: DFT, ωB97M-V/def2-TZVPD

Last column: Mulliken charge in e.
Element x y z (Å)
O1 -0.854 -2.297 -0.195  -0.56
C1 -1.619 -1.433 0.199  0.06
C2 -1.212 -0.015 -0.095  0.08
C3 -1.902 1.040 0.463  -0.27
O2 -1.446 2.188 0.150  -0.41
N1 0.006 -0.044 -0.784  -0.26
C4 1.353 0.389 0.141  -0.51
P1 2.569 -1.047 0.211  -0.02
H1 -2.550 -1.536 0.731  0.36
H2 -2.782 0.826 0.992  0.39
H3 -1.771 2.940 0.731  0.39
H4 0.184 0.496 -1.668  0.40
H5 0.114 -1.089 -0.984  0.46
H6 1.118 0.493 1.300  0.28
H7 1.525 1.383 -0.336  0.43
H8 1.352 -1.853 0.414  0.11
H9 2.682 -1.242 -1.233  0.09

As for the spin multiplicity: 1. As for the total charge: +1. The SMILES is O=C/C(=C/O)[NH2+]CP. As for the energy relative to the best compared isomer or geometry (same formula, charge and spin): 44.92 kcal/mol. The electronic energy comes out at -19158.3124 eV. The strongest force on any atom is 5.0 eV/A.

=====

Entry 3:
Molecular formula: C50H51N13O12
Method: DFT, ωB97M-V/def2-TZVPD

Last column: Mulliken charge in e.
Element x y z (Å)
C1 -5.333 -4.467 7.971  -0.64
C2 -4.213 -3.883 7.183  0.28
N1 -3.325 -3.365 6.579  -0.39
H1 -5.467 -3.848 8.858  0.26
H2 -5.089 -5.503 8.204  0.25
H3 -6.187 -4.428 7.294  0.24
C3 -0.886 -6.427 -5.456  -0.73
C4 -2.277 -6.284 -5.825  0.32
N2 -3.405 -6.173 -6.073  -0.36
H4 -0.608 -5.759 -4.641  0.26
H5 -0.238 -6.218 -6.307  0.26
H6 -0.713 -7.447 -5.114  0.25
C5 9.278 4.197 1.448  -0.72
C6 9.545 5.268 0.531  0.30
N3 9.768 6.144 -0.169  -0.34
H7 8.263 3.813 1.348  0.26
H8 9.414 4.478 2.493  0.26
H9 9.961 3.418 1.109  0.24
C7 5.424 -5.311 -2.462  -0.64
C8 4.331 -6.137 -1.849  0.28
N4 3.493 -6.786 -1.335  -0.39
H10 4.958 -4.339 -2.621  0.24
H11 5.838 -5.806 -3.341  0.26
H12 6.243 -5.272 -1.744  0.25
C9 -4.929 -0.362 -4.002  -0.67
C10 -3.946 0.744 -3.929  0.26
N5 -3.225 1.611 -3.862  -0.33
H13 -5.555 -0.315 -3.110  0.24
H14 -4.481 -1.355 -4.029  0.27
H15 -5.500 -0.178 -4.912  0.24
C11 0.702 -1.151 0.163  -0.73
C12 1.582 -0.027 0.447  0.35
N6 2.232 0.915 0.726  -0.38
H16 -0.065 -1.225 0.933  0.26
H17 1.210 -2.115 0.197  0.26
H18 0.292 -1.069 -0.844  0.25
C13 -0.182 2.766 6.289  -0.77
C14 -0.770 2.665 7.568  0.36
N7 -1.259 2.514 8.619  -0.36
H19 -0.922 2.849 5.493  0.25
H20 0.480 1.930 6.063  0.26
H21 0.448 3.652 6.211  0.25
C15 -3.558 -9.821 5.103  -0.36
C16 -4.885 -9.491 4.769  -0.63
C17 -5.051 -8.772 3.608  -0.06
C18 -4.000 -8.198 2.886  -0.11
C19 -2.763 -8.411 3.430  -0.08
C20 -2.530 -9.198 4.522  -0.45
N8 -4.264 -7.329 1.698  0.93
O1 -3.290 -6.789 1.173  -0.56
O2 -5.451 -7.128 1.428  -0.56
H22 -3.343 -10.367 6.010  0.34
H23 -5.762 -9.948 5.202  0.40
H24 -6.051 -8.556 3.262  0.39
H25 -1.970 -7.887 2.917  0.42
H26 -1.599 -9.456 5.007  0.35
C21 -0.746 7.432 2.631  -0.28
C22 -0.985 8.322 3.680  -0.56
C23 -2.263 8.468 4.130  -0.10
C24 -3.345 7.782 3.504  -0.05
C25 -3.075 6.988 2.402  -0.16
C26 -1.781 6.821 1.925  -0.61
N9 -4.707 8.099 3.931  0.92
O3 -5.649 7.575 3.326  -0.57
O4 -4.855 8.709 5.019  -0.55
H27 0.257 7.159 2.338  0.37
H28 -0.185 8.878 4.147  0.38
H29 -2.371 9.127 4.978  0.39
H30 -3.884 6.436 1.946  0.42
H31 -1.494 6.175 1.109  0.39
C27 3.362 7.858 -5.876  -0.34
C28 4.652 8.172 -6.388  -0.48
C29 5.643 7.170 -6.289  -0.27
C30 5.410 5.983 -5.613  0.14
C31 4.156 5.708 -5.058  -0.30
C32 3.127 6.646 -5.221  -0.46
N10 6.501 5.001 -5.414  0.93
O5 6.320 4.011 -4.690  -0.59
O6 7.463 5.030 -6.119  -0.55
H32 2.598 8.622 -5.860  0.35
H33 4.868 9.172 -6.734  0.38
H34 6.609 7.444 -6.687  0.40
H35 3.896 4.766 -4.597  0.43
H36 2.154 6.508 -4.773  0.37
C33 5.791 1.374 -10.625  -0.29
C34 6.014 0.440 -9.585  -0.51
C35 4.976 -0.029 -8.839  -0.18
C36 3.650 0.415 -9.077  -0.01
C37 3.502 1.297 -10.100  -0.07
C38 4.556 1.831 -10.853  -0.64
N11 2.510 -0.079 -8.286  0.90
O7 1.336 0.065 -8.673  -0.56
O8 2.777 -0.678 -7.256  -0.55
H37 6.696 1.745 -11.084  0.36
H38 7.022 0.069 -9.471  0.38
H39 5.238 -0.846 -8.184  0.37
H40 2.461 1.520 -10.281  0.43
H41 4.288 2.613 -11.548  0.38
C39 4.708 -3.305 6.190  -0.30
C40 4.966 -4.085 5.025  -0.56
C41 6.262 -4.106 4.548  -0.26
C42 7.200 -3.129 5.056  0.14
C43 6.854 -2.343 6.161  -0.24
C44 5.600 -2.340 6.717  -0.46
N12 8.476 -2.959 4.379  0.90
O9 8.773 -3.832 3.525  -0.57
O10 9.169 -1.961 4.672  -0.55
H42 3.740 -3.283 6.669  0.34
H43 4.254 -4.775 4.599  0.37
H44 6.562 -4.719 3.712  0.43
H45 7.568 -1.632 6.551  0.38
H46 5.349 -1.692 7.545  0.38
C45 -12.532 1.655 0.539  -0.17
C46 -12.476 0.454 1.172  -0.61
C47 -11.239 -0.103 1.550  -0.25
C48 -10.088 0.680 1.572  0.10
C49 -10.231 1.953 1.099  -0.15
C50 -11.401 2.449 0.499  -0.55
N13 -8.845 0.177 2.126  0.88
O11 -8.922 -0.786 2.880  -0.54
O12 -7.769 0.715 1.785  -0.54
H47 -13.485 1.971 0.142  0.36
H48 -13.378 -0.139 1.184  0.33
H49 -11.097 -1.093 1.958  0.40
H50 -9.400 2.642 1.102  0.37
H51 -11.481 3.423 0.039  0.37

As for the spin multiplicity: 1. As for the energy relative to the best compared isomer or geometry (same formula, charge and spin): 98.40 kcal/mol. The electronic energy comes out at -96595.7766 eV. The strongest force on any atom is 5.0 eV/A.